(1)
{"formula": "C48H39N6O2P2S4Ta", "method": "ωB97M-V with the def2-TZVPD basis set", "homo_lumo_gap_ev": 7.15, "multiplicity": 1, "relative_energy_kj_mol": 83.26, "total_energy_ev": -126907.364, "total_charge": 2, "species": ["Ta", "C", "O", "C", "C", "C", "C", "C", "C", "N", "N", "C", "C", "O", "C", "C", "C", "C", "C", "C", "C", "C", "H", "H", "H", "H", "H", "H", "H", "H", "H", "H", "H", "H", "H", "S", "P", "C", "P", "S", "C", "C", "C", "C", "C", "C", "C", "C", "C", "C", "C", "C", "C", "C", "C", "C", "C", "C", "C", "C", "C", "C", "C", "C", "H", "H", "H", "H", "H", "H", "H", "H", "H", "H", "H", "H", "H", "H", "H", "H", "H", "H", "H", "H", "N", "C", "N", "C", "C", "S", "C", "C", "S", "C", "N", "N", "H", "H", "H", "H", "H", "H"], "xyz": [[-0.3608, 0.3931, -0.4032], [-4.2562, 1.1455, 3.1841], [-3.3870, 1.5028, 2.1122], [-2.8757, 2.7578, 2.1145], [-3.0175, 3.6760, 3.1497], [-2.4072, 4.9212, 3.0617], [-1.6643, 5.2680, 1.9424], [-1.5385, 4.3593, 0.9013], [-2.1379, 3.1200, 0.9947], [-2.0348, 2.1907, -0.1131], [-2.8936, 2.4935, -0.9685], [-3.1215, 1.7553, -2.1119], [-2.7541, 0.4215, -2.2181], [-2.0194, -0.1405, -1.2575], [-3.1294, -0.3537, -3.3351], [-3.8394, 0.2396, -4.3382], [-4.2339, 1.6031, -4.2819], [-4.9749, 2.1930, -5.3321], [-5.3679, 3.4986, -5.2510], [-5.0343, 4.2636, -4.1158], [-4.3119, 3.7231, -3.0855], [-3.8987, 2.3780, -3.1475], [-5.1097, 1.8227, 3.2341], [-3.7270, 1.1497, 4.1400], [-4.6010, 0.1399, 2.9654], [-3.6083, 3.4315, 4.0213], [-2.5302, 5.6290, 3.8706], [-1.2026, 6.2429, 1.8669], [-0.9840, 4.6241, 0.0073], [-2.8410, -1.3949, -3.3724], [-4.1193, -0.3419, -5.2088], [-5.2309, 1.5906, -6.1948], [-5.9399, 3.9483, -6.0508], [-5.3593, 5.2941, -4.0574], [-4.0641, 4.3146, -2.2154], [-1.2268, -0.8427, 1.6311], [0.7148, -1.4997, 1.6997], [1.2121, -0.8657, 0.1827], [1.6573, -1.7253, -1.2389], [0.5186, -0.6965, -2.5605], [3.3987, -1.6249, -1.6472], [4.2907, -0.9962, -0.7863], [5.6372, -0.9275, -1.1190], [6.0833, -1.4773, -2.3112], [5.1896, -2.1006, -3.1763], [3.8480, -2.1791, -2.8460], [1.2219, -3.4685, -1.3217], [-0.0494, -3.8602, -1.7375], [-0.3707, -5.2066, -1.7987], [0.5691, -6.1619, -1.4363], [1.8302, -5.7747, -1.0053], [2.1624, -4.4298, -0.9513], [1.6426, -0.8256, 3.0803], [2.6990, 0.0511, 2.8649], [3.4242, 0.5383, 3.9446], [3.0839, 0.1589, 5.2340], [2.0221, -0.7148, 5.4518], [1.3053, -1.2131, 4.3784], [0.7457, -3.2761, 1.9662], [-0.3572, -4.0691, 1.6603], [-0.3020, -5.4363, 1.8814], [0.8499, -6.0120, 2.4001], [1.9559, -5.2249, 2.6933], [1.9077, -3.8579, 2.4774], [3.9324, -0.5680, 0.1404], [6.3369, -0.4486, -0.4469], [7.1324, -1.4247, -2.5704], [5.5429, -2.5293, -4.1043], [3.1542, -2.6741, -3.5162], [-0.7770, -3.1149, -2.0332], [-1.3512, -5.5113, -2.1398], [0.3198, -7.2135, -1.4956], [2.5622, -6.5200, -0.7237], [3.1551, -4.1343, -0.6344], [2.9455, 0.3591, 1.8557], [4.2523, 1.2142, 3.7758], [3.6510, 0.5333, 6.0760], [1.7660, -1.0148, 6.4591], [0.4929, -1.9110, 4.5475], [-1.2593, -3.6222, 1.2625], [-1.1626, -6.0515, 1.6549], [0.8844, -7.0784, 2.5809], [2.8515, -5.6747, 3.1009], [2.7660, -3.2457, 2.7276], [-0.2973, 1.6249, 3.2959], [0.4810, 2.2083, 2.3928], [0.5496, 1.9257, 1.0885], [1.4718, 2.7855, 0.4826], [2.1008, 3.6559, 1.2874], [1.5547, 3.4604, 2.9075], [1.5348, 2.7718, -0.9690], [2.4118, 3.3979, -1.7699], [1.8979, 3.2992, -3.4134], [0.5303, 2.3741, -2.9292], [0.4875, 2.1165, -1.6237], [-0.3795, 1.9805, -3.8188], [-0.9203, 0.8752, 3.0255], [-0.3261, 1.9770, 4.2367], [2.7894, 4.4347, 1.0076], [3.2988, 3.9437, -1.4965], [-0.2351, 2.1333, -4.8021], [-1.2338, 1.5248, -3.5353]], "atomic_forces_ev_per_a": [[0.0, 0.5, 0.0], [0.0, 0.0, 0.0], [-0.1, 0.0, 0.0], [0.0, 0.0, 0.2], [0.0, 0.0, 0.1], [0.0, 0.0, -0.1], [0.0, 0.0, 0.0], [0.0, 0.2, 0.0], [0.3, 0.0, -0.1], [-0.1, -0.2, -0.1], [-0.1, 0.1, 0.0], [0.1, -0.1, 0.0], [0.0, -0.1, 0.0], [0.3, -0.2, 0.1], [-0.1, 0.1, 0.0], [0.0, 0.0, 0.0], [0.0, 0.0, 0.0], [0.0, 0.0, 0.0], [0.0, 0.0, 0.0], [0.0, 0.0, 0.0], [0.0, 0.0, 0.0], [0.0, -0.1, 0.0], [0.0, 0.0, 0.0], [0.0, 0.0, 0.0], [0.0, 0.0, 0.0], [0.0, 0.0, 0.0], [0.0, 0.0, 0.0], [0.0, 0.0, 0.0], [0.0, -0.1, 0.0], [0.0, 0.0, 0.0], [0.0, 0.0, 0.0], [0.0, 0.0, 0.0], [0.0, 0.0, 0.0], [0.0, 0.0, 0.0], [0.0, 0.0, 0.0], [-0.3, 0.1, 0.1], [0.2, -0.2, 0.0], [-0.2, -0.2, -0.1], [0.1, 0.0, 0.1], [0.0, 0.0, -0.1], [0.0, 0.0, 0.0], [0.0, 0.0, 0.0], [0.0, 0.0, 0.0], [0.0, 0.0, 0.0], [0.0, 0.0, 0.0], [0.0, 0.0, 0.0], [0.0, 0.0, 0.0], [0.0, 0.0, 0.0], [0.0, 0.0, 0.0], [0.0, 0.0, 0.0], [0.0, 0.0, 0.0], [0.0, 0.0, 0.0], [0.0, 0.0, 0.0], [0.0, 0.0, 0.0], [0.0, 0.0, 0.0], [0.0, 0.0, 0.0], [0.0, 0.0, 0.0], [0.0, 0.0, 0.0], [0.0, 0.0, 0.0], [0.0, 0.0, 0.0], [0.0, 0.0, 0.0], [0.0, 0.0, 0.0], [0.0, 0.0, 0.0], [0.0, 0.0, 0.0], [0.0, 0.0, 0.0], [0.0, 0.0, 0.0], [0.0, 0.0, 0.0], [0.0, 0.0, 0.0], [0.0, 0.0, 0.0], [0.0, 0.0, 0.0], [0.0, 0.0, 0.0], [0.0, 0.0, 0.0], [0.0, 0.0, 0.0], [0.0, 0.0, 0.0], [0.0, 0.0, 0.0], [0.0, 0.0, 0.0], [0.0, 0.0, 0.0], [0.0, 0.0, 0.0], [0.0, 0.0, 0.0], [0.0, 0.0, 0.0], [0.0, 0.0, 0.0], [0.0, 0.0, 0.0], [0.0, 0.0, 0.0], [0.0, 0.0, 0.0], [0.0, 0.1, 0.0], [0.0, -0.1, 0.0], [0.1, 0.1, -0.1], [0.0, 0.0, -0.1], [0.0, 0.0, 0.1], [0.0, 0.0, -0.1], [0.0, -0.1, 0.0], [0.0, 0.0, 0.0], [0.0, 0.0, 0.0], [0.0, 0.0, 0.0], [-0.2, 0.1, 0.2], [0.0, 0.0, 0.0], [0.0, 0.0, 0.0], [0.0, 0.0, 0.0], [0.0, 0.0, 0.0], [0.0, 0.0, 0.0], [0.0, 0.0, 0.0], [0.0, 0.0, 0.0]]}


(2)
{"formula": "C48H56F4N10O8S4", "method": "ωB97M-V with the def2-TZVPD basis set", "homo_lumo_gap_ev": 5.80, "multiplicity": 1, "relative_energy_kj_mol": 213.55, "total_energy_ev": -136114.132, "total_charge": 6, "species": ["C", "N", "C", "C", "C", "C", "C", "C", "C", "C", "N", "C", "C", "C", "H", "H", "H", "H", "H", "H", "H", "H", "H", "H", "H", "H", "H", "H", "C", "N", "C", "C", "C", "C", "C", "C", "C", "C", "N", "C", "C", "C", "H", "H", "H", "H", "H", "H", "H", "H", "H", "H", "H", "H", "H", "H", "C", "N", "C", "C", "C", "C", "C", "C", "C", "C", "N", "C", "C", "C", "H", "H", "H", "H", "H", "H", "H", "H", "H", "H", "H", "H", "H", "H", "C", "N", "C", "C", "C", "C", "C", "C", "C", "C", "N", "C", "C", "C", "H", "H", "H", "H", "H", "H", "H", "H", "H", "H", "H", "H", "H", "H", "N", "S", "O", "O", "F", "S", "O", "O", "F", "N", "S", "O", "O", "F", "S", "O", "O", "F"], "xyz": [[0.6267, 3.1798, -0.6937], [-0.7694, 3.1243, -0.2075], [-1.7587, 2.9894, -1.0941], [-3.0571, 2.7946, -0.7032], [-3.3566, 2.7218, 0.6672], [-2.3495, 2.9076, 1.5665], [-1.0467, 3.0931, 1.1247], [-4.7868, 2.4245, 1.0840], [-5.8785, 3.1088, 0.5628], [-7.1536, 2.7872, 0.9141], [-7.3808, 1.7180, 1.7282], [-6.3689, 1.0191, 2.2356], [-5.0405, 1.3879, 1.9995], [-8.7554, 1.3380, 2.1116], [1.3338, 3.1061, 0.1339], [0.7942, 4.1593, -1.1397], [0.8325, 2.4303, -1.4576], [-1.4473, 3.1195, -2.1195], [-3.8124, 2.6738, -1.4633], [-2.5783, 2.8967, 2.6170], [-0.2826, 3.2278, 1.8829], [-5.7278, 3.9381, -0.1146], [-8.0692, 3.2619, 0.5991], [-6.6606, 0.1917, 2.8672], [-4.2360, 0.8226, 2.4584], [-8.9889, 0.3402, 1.7359], [-9.4683, 2.0571, 1.7035], [-8.9366, 1.2326, 3.1875], [4.9187, -3.4747, -0.7819], [4.0065, -3.2672, -1.9412], [2.7449, -3.7292, -1.8814], [1.8663, -3.5720, -2.9345], [2.2724, -2.8417, -4.0606], [3.5692, -2.3693, -4.0958], [4.4253, -2.6250, -3.0046], [1.2641, -2.6612, -5.1996], [1.0718, -1.4528, -5.8923], [0.1165, -1.3937, -6.8687], [-0.6032, -2.4736, -7.2321], [-0.4330, -3.6238, -6.5913], [0.4569, -3.7529, -5.5669], [-1.6663, -2.3758, -8.2727], [4.3797, -3.1586, 0.1172], [5.8149, -2.8762, -0.9520], [5.1336, -4.5503, -0.7367], [2.4815, -4.2904, -0.9958], [0.8909, -4.0120, -2.7833], [4.0604, -1.8350, -4.9039], [5.4496, -2.2647, -3.0100], [1.6519, -0.5713, -5.6510], [-0.0795, -0.4591, -7.3690], [-1.0063, -4.4467, -6.9809], [0.5797, -4.6769, -5.0337], [-2.4158, -1.6626, -7.9401], [-1.9771, -3.3959, -8.4738], [-1.3369, -1.9603, -9.2370], [1.0505, 2.3832, 6.1591], [2.3197, 2.6256, 5.4203], [2.4277, 2.4561, 4.0711], [3.6029, 2.7089, 3.4099], [4.7100, 3.2119, 4.0981], [4.5972, 3.3228, 5.4707], [3.4212, 2.9911, 6.0989], [5.9268, 3.7496, 3.3424], [6.7412, 2.9524, 2.5369], [7.7996, 3.5336, 1.8713], [8.1104, 4.8306, 2.0121], [7.2981, 5.5920, 2.7602], [6.2090, 5.1197, 3.4019], [9.2501, 5.4682, 1.2800], [1.0610, 1.3640, 6.5542], [0.2416, 2.3052, 5.4249], [0.9265, 3.1848, 6.8805], [1.5333, 2.0548, 3.6030], [3.6000, 2.5220, 2.3449], [5.4201, 3.6488, 6.0767], [3.2791, 3.0226, 7.1696], [6.6150, 1.8890, 2.3741], [8.4212, 3.0084, 1.1642], [7.5867, 6.6233, 2.7981], [5.5795, 5.8055, 3.9484], [9.4377, 6.4470, 1.7057], [9.0190, 5.5326, 0.2161], [10.1114, 4.8023, 1.3541], [-8.3576, -5.9082, 2.3239], [-7.2174, -5.1962, 1.6715], [-6.1270, -5.8206, 1.2352], [-5.0874, -5.1945, 0.6627], [-5.1077, -3.8266, 0.5492], [-6.2462, -3.1416, 0.9687], [-7.2983, -3.8232, 1.4761], [-3.9006, -3.0766, -0.0905], [-2.6113, -3.3767, 0.1660], [-1.5770, -2.7139, -0.4790], [-1.8678, -1.7942, -1.4082], [-3.1284, -1.4971, -1.7184], [-4.1967, -2.1116, -1.0583], [-0.8157, -0.9682, -2.1045], [-7.9129, -6.8204, 2.7406], [-9.1613, -5.9548, 1.5942], [-8.6419, -5.3309, 3.2091], [-6.1092, -6.8813, 1.4330], [-4.2467, -5.7321, 0.2640], [-6.3539, -2.0719, 0.8964], [-8.2364, -3.3955, 1.7902], [-2.3160, -4.0816, 0.9204], [-0.5230, -2.8267, -0.2662], [-3.3145, -0.7447, -2.4776], [-5.1744, -1.8236, -1.4126], [-0.9416, -1.0480, -3.1907], [0.1625, -1.2157, -1.7262], [-1.0798, 0.0759, -1.9361], [5.5306, 1.4045, -2.3715], [3.9012, 1.5082, -2.3392], [3.4992, 2.2761, -1.2105], [3.2768, 0.2877, -2.7201], [3.6386, 2.4072, -3.5544], [5.8217, 0.6582, -1.0097], [5.0623, -0.5396, -0.8319], [6.0553, 1.4770, 0.1116], [7.2248, 0.2211, -1.4158], [-0.0270, 0.0152, 0.8577], [1.4984, -0.6155, 0.8844], [1.4614, -2.0219, 0.4961], [2.2355, -0.1355, 1.9442], [2.0169, 0.0396, -0.4061], [-0.5457, -0.4646, 2.2829], [-0.4042, 0.5151, 3.3115], [-0.3970, -1.8251, 2.6448], [-2.0701, -0.3423, 1.8331]], "atomic_forces_ev_per_a": [[0.6, 0.9, 0.0], [0.3, -0.5, 1.7], [0.0, 0.4, -0.3], [-0.1, -0.1, 0.3], [-1.6, -0.1, -1.2], [0.6, 0.0, 0.3], [-0.4, 0.0, -0.4], [0.6, -0.6, 0.6], [0.6, 0.7, -0.6], [-1.0, -1.2, 0.8], [-0.1, 0.6, 0.0], [1.1, 0.3, 0.3], [-0.6, -0.1, -0.5], [-1.0, -0.4, 0.0], [-0.3, -0.3, -0.1], [-0.1, 0.1, -0.1], [-0.2, -0.2, 0.4], [-0.2, -0.2, -0.2], [-0.1, 0.1, 0.0], [0.3, 0.0, 0.3], [0.3, -0.1, -0.6], [0.0, 0.1, 0.0], [0.2, 0.4, -0.3], [0.2, 0.0, 0.1], [-0.1, 0.0, -0.1], [0.1, 0.2, -0.4], [0.2, -0.1, 0.1], [0.6, 0.6, -0.1], [-0.2, -0.4, 0.0], [-0.2, -0.2, 0.7], [-0.3, -0.4, -0.3], [0.7, 0.2, 0.9], [-0.9, 0.0, -0.9], [0.9, -0.1, 0.6], [-0.1, 0.9, -1.4], [0.3, -0.2, 0.3], [0.5, -0.6, 0.7], [-0.1, 0.3, -0.4], [0.0, 1.1, -0.3], [-0.2, -0.7, -0.4], [1.0, 0.8, 0.8], [0.4, 0.3, -0.7], [0.3, 0.0, -0.2], [-0.2, -0.2, 0.2], [0.1, 0.3, 0.0], [0.0, 0.1, 0.1], [-0.1, 0.1, -0.4], [-0.6, 0.0, -0.1], [-0.2, -0.1, 0.0], [0.0, 0.0, 0.0], [-0.1, 0.0, -0.3], [-0.1, -0.3, 0.2], [-0.1, -0.4, -0.2], [-0.4, -0.5, 0.3], [-0.6, 0.2, 0.1], [0.6, -0.2, 0.5], [0.0, -0.8, -1.0], [0.8, 0.0, -0.8], [-0.6, -0.3, 1.0], [-0.2, -0.1, -0.3], [0.4, 0.5, -0.9], [0.2, -0.1, 0.1], [-0.8, 0.0, 0.4], [-0.5, -0.5, 0.2], [-0.1, 0.0, 0.2], [0.6, 0.3, -0.4], [-0.7, -0.1, 0.0], [1.2, 1.0, -0.5], [-0.9, -0.9, 0.6], [0.0, -0.8, -0.2], [0.4, 0.4, 0.6], [0.1, 0.6, 0.1], [-0.2, -0.3, 0.1], [0.2, 0.1, -0.1], [0.3, 0.1, -0.1], [0.3, 0.1, 0.2], [0.3, 0.2, 0.1], [-0.3, 0.1, 0.1], [0.0, -0.4, 0.1], [-0.1, 0.4, 0.1], [0.0, 0.0, 0.1], [0.1, -0.1, 0.0], [-0.3, 0.2, 0.1], [0.0, 0.3, 0.3], [1.0, 0.3, 0.7], [0.1, 2.4, -0.6], [-1.6, -2.0, 1.3], [1.6, 1.1, -1.0], [1.5, 1.2, -0.6], [0.2, 0.6, -0.3], [-0.6, -2.3, 0.8], [-3.5, -0.3, -0.2], [2.0, -0.3, 0.6], [-0.1, 0.5, -0.2], [0.8, 0.7, -0.6], [-1.7, -0.3, 0.6], [1.4, 0.6, -0.9], [-1.0, 0.2, -0.2], [-0.7, -0.2, -0.6], [-0.1, -0.6, 0.2], [-0.1, 0.1, -0.3], [0.0, -0.2, -0.2], [0.1, -0.4, 0.2], [0.2, 0.2, -0.1], [0.0, 0.2, 0.0], [0.0, -0.3, 0.2], [0.1, -0.2, 0.3], [0.2, -0.1, 0.0], [-0.3, -0.2, 0.3], [0.3, -0.7, 0.2], [0.2, 0.0, 0.0], [0.3, 0.0, 0.6], [-2.7, 0.1, 0.2], [2.8, 0.4, -1.0], [-1.4, 0.1, 0.6], [-1.2, -0.5, 0.0], [0.1, 0.8, -0.7], [1.3, -0.2, -1.3], [-0.3, -0.6, 0.5], [-0.2, 1.0, 1.6], [1.5, -0.9, -0.1], [1.9, -1.1, 0.5], [-2.3, -2.5, -4.3], [0.4, 1.2, 0.7], [2.2, 0.9, 2.6], [0.1, 0.7, -0.3], [-1.7, 0.9, 0.4], [0.0, 0.5, 0.1], [0.2, -0.4, -0.2], [-1.1, 0.1, 0.2]]}


(3)
{"formula": "C8H15N3", "method": "ωB97M-V with the def2-TZVPD basis set", "homo_lumo_gap_ev": 9.46, "multiplicity": 1, "relative_energy_kj_mol": 0.00, "total_energy_ev": -13009.911, "total_charge": 0, "smiles": "NCCCCCc1c[nH]cn1", "species": ["N", "H", "H", "C", "C", "C", "C", "H", "H", "C", "C", "C", "N", "C", "N", "H", "H", "H", "H", "H", "H", "H", "H", "H", "H", "H"], "xyz": [[3.5087, -0.6008, 1.3476], [3.9233, -1.3460, 0.7959], [3.6266, 0.2609, 0.8235], [2.0920, -0.8616, 1.5462], [1.2870, -0.9916, 0.2472], [-0.1786, -1.3631, 0.4675], [-0.9792, -0.3526, 1.2912], [-0.6227, -0.3515, 2.3227], [-2.0231, -0.6766, 1.3038], [-0.9119, 1.0807, 0.7463], [-1.2626, 1.1526, -0.7005], [-2.4879, 1.0496, -1.3011], [-2.2608, 1.1583, -2.6466], [-0.9257, 1.3202, -2.8016], [-0.3043, 1.3204, -1.6583], [-0.4542, 1.4339, -3.7574], [-2.9595, 1.1284, -3.3707], [-3.4701, 0.9168, -0.8967], [-1.6008, 1.7052, 1.3207], [0.0945, 1.4788, 0.8697], [-0.2332, -2.3344, 0.9669], [-0.6508, -1.4679, -0.5123], [1.3396, -0.0583, -0.3170], [1.7471, -1.7725, -0.3674], [1.6998, -0.0432, 2.1541], [2.0066, -1.7858, 2.1263]], "atomic_forces_ev_per_a": [[0.3, 0.1, 0.0], [0.0, 0.1, 0.0], [0.1, -0.1, 0.0], [-0.1, 0.0, -0.3], [-0.1, -0.1, 0.3], [0.1, 0.1, 0.0], [0.1, 0.0, -0.1], [-0.1, 0.0, 0.1], [0.0, 0.0, 0.1], [-0.2, -0.2, 0.1], [-0.4, 0.1, 0.0], [0.0, 0.0, 0.3], [-0.1, 0.0, -0.2], [0.0, 0.0, -0.3], [0.5, 0.1, 0.0], [0.0, 0.0, -0.3], [0.1, 0.0, 0.1], [-0.2, 0.0, 0.1], [0.1, 0.0, 0.0], [0.0, 0.1, 0.0], [0.0, -0.1, -0.1], [-0.1, -0.1, 0.0], [0.1, 0.0, 0.0], [0.1, 0.1, 0.0], [-0.1, -0.1, 0.1], [-0.1, 0.1, 0.1]]}


(4)
{"formula": "C4H12NP", "method": "ωB97M-V with the def2-TZVPD basis set", "homo_lumo_gap_ev": 8.05, "multiplicity": 1, "relative_energy_kj_mol": 401.09, "total_energy_ev": -15117.656, "total_charge": 0, "species": ["C", "C", "C", "C", "N", "P", "H", "H", "H", "H", "H", "H", "H", "H", "H", "H", "H", "H"], "xyz": [[-0.6861, -0.2605, -1.2741], [-1.2648, -1.6225, -1.4984], [0.6284, 2.0124, -0.1328], [0.1689, 0.1117, 2.0596], [1.7976, -0.6496, -0.1479], [0.2851, 0.2081, 0.0903], [-1.8242, 0.7117, -1.1356], [-1.0936, -1.6704, -2.5194], [-2.3898, -1.5698, -1.2673], [-0.8905, -2.3968, -0.9166], [1.5614, 2.2576, -0.6756], [-0.2100, 2.1799, -0.7476], [0.7408, 2.3847, 0.8560], [0.6114, 0.8775, 2.5596], [-0.8527, 0.2043, 2.2502], [0.4310, -0.8860, 2.4470], [1.7355, -1.5391, 0.3157], [2.5947, -0.1347, 0.0272]], "atomic_forces_ev_per_a": [[-2.7, 3.9, 2.6], [-2.9, 2.3, 0.9], [1.5, -2.2, -0.2], [-0.9, -2.9, -2.9], [-3.4, -0.5, -0.5], [2.2, -0.1, -0.1], [3.3, -2.6, -0.3], [-0.1, -1.4, -2.1], [1.6, -0.4, -0.6], [1.1, -1.5, 0.7], [-0.5, -0.5, 0.1], [-1.1, 1.4, -0.4], [-0.6, 1.0, 0.6], [1.9, 2.1, 1.2], [-1.9, 0.2, 0.4], [0.3, 0.4, -0.2], [0.6, -0.2, 0.2], [1.9, 1.0, 0.7]]}